ORCA calculation (ωB97M-V with the def2-TZVPD basis set) on an isolated molecule of C2H2N2P2 at a distorted geometry.

Summary:
Total charge   0
Total energy   -869.54632 Eh
SMILES string   N#CP(#[PH2])C#N

Each atom is followed by the atoms it is bonded to, with distances in Å.
Geometry (Å):
1 C 1.495 0.840 0.880  N3 1.138, P6 1.800
2 C 0.474 -1.684 0.049  N4 1.148, P6 2.043
3 N 2.490 1.381 0.775  C1 1.138
4 N 0.651 -2.816 -0.009  C2 1.148
5 P -1.020 0.894 -0.955  P6 2.112, H7 1.382, H8 1.509
6 P -0.149 0.111 0.803  C1 1.800, C2 2.043, P5 2.112
7 H -1.667 -0.325 -1.039  P5 1.382
8 H -2.274 1.599 -0.503  P5 1.509